(1)
107
Properties=species:S:1:pos:R:3:forces:R:3 method="wB97M-V/def2-TZVPD" charge=+2 homo_energy_ha=-0.4747
H 4.110912 -2.498816 -0.730841 0.0 0.0 0.0
C -1.584250 -0.294266 6.166357 0.1 -0.1 0.0
C 1.470454 -4.573352 -0.827400 -0.1 0.0 -0.2
Au -0.034842 -0.549756 0.582854 0.4 -0.1 -0.1
C 5.198431 1.409825 0.820080 0.0 0.0 0.0
C 0.904655 -4.672701 3.045700 0.1 0.0 0.0
H 4.927546 1.293957 8.432778 0.0 0.0 0.0
C -3.238048 2.308104 0.188802 0.0 -0.1 0.0
H -3.368053 2.900097 4.050191 0.0 0.0 0.0
C -0.288232 3.067289 2.513422 0.0 -0.1 0.1
H 4.018262 1.095061 -2.327739 0.0 0.0 0.1
C 0.189556 -5.279009 4.064759 0.0 0.0 0.0
C 4.055962 1.046705 1.532433 0.0 -0.1 -0.1
C -2.515988 0.610549 5.690886 -0.1 0.0 0.0
H 0.227686 2.108460 2.449767 0.0 0.0 0.0
C -4.814303 -2.618889 0.062834 0.0 -0.1 -0.2
C -1.172962 -5.045380 4.146899 0.0 0.0 0.0
C 0.372374 -4.953873 -1.596339 -0.1 0.0 0.0
H -3.859972 1.471418 -0.106329 0.0 0.0 0.0
C 3.232722 0.968742 5.002397 0.0 -0.1 0.0
C -0.718987 -0.936717 5.290402 0.0 0.0 0.0
H -3.192632 1.091449 6.387322 0.0 0.0 0.0
H -5.460655 -3.392837 -0.329841 0.0 0.0 0.0
F 6.851398 -1.403299 2.623483 0.1 0.0 0.0
H -1.541456 -0.507897 7.226745 0.0 0.0 0.0
H -1.634642 -3.011521 1.523474 0.0 0.0 0.0
C 5.498097 -1.990149 0.802453 0.0 0.0 0.0
H -4.318889 3.704489 -1.020444 0.0 0.0 0.0
H -6.014480 -2.293300 1.805550 0.0 0.0 0.0
C 1.616717 -6.798513 -2.429997 0.0 0.0 0.0
H 1.372233 0.802916 6.080667 -0.1 0.0 0.0
H 6.327285 -1.806230 0.131911 0.0 0.0 0.0
C -1.397732 3.203481 1.508241 0.0 0.1 0.0
F -1.863850 -5.623770 5.130707 0.0 0.0 0.0
C 2.442803 0.914738 6.148139 0.0 0.0 0.0
C 1.577747 0.687988 -2.546329 0.0 -0.1 0.0
C 4.020730 1.050507 2.987640 0.0 0.0 0.0
H -0.401928 -6.397019 -3.007472 0.0 0.0 0.0
C 0.435703 -6.074990 -2.404323 0.1 0.0 0.0
H -4.525679 -0.568640 2.739762 0.0 0.0 0.0
C 2.897541 0.671954 0.854849 -0.1 -0.1 -0.1
H -0.005237 -1.664741 5.652381 0.0 0.0 0.0
C 4.018607 1.066549 -1.247416 0.1 0.0 0.0
O 1.700131 0.393950 -1.150521 -0.1 0.0 0.0
C 4.251376 -2.379345 0.338490 0.0 0.0 -0.1
H 0.662724 -5.933564 4.784508 0.0 0.0 0.0
H 0.457513 3.847924 2.370285 0.0 0.0 0.0
C 5.263856 1.279290 6.331128 0.0 0.0 0.0
H -0.551554 -4.384943 -1.566969 0.0 0.0 0.0
H -1.176848 -1.559490 -1.512674 -0.1 0.0 0.0
C 3.409383 -2.436947 2.592421 -0.1 0.0 0.1
C -2.636795 0.899366 4.332394 0.1 -0.1 0.0
C -3.655442 -2.274055 -0.633672 -0.1 0.0 0.0
H 6.040522 1.315605 3.517793 0.0 0.0 0.0
H -1.087753 5.304559 1.287093 0.0 0.0 0.0
H -3.406682 -2.779351 -1.559038 0.0 0.0 0.0
H 1.968132 -4.868399 2.968487 0.0 0.0 0.0
C -1.688667 4.457038 0.979980 0.0 0.0 0.0
C 2.643896 -5.319735 -0.873480 0.1 0.0 0.1
H -2.913507 -4.103827 3.338909 0.0 0.0 0.0
H 4.836338 -1.925371 4.134269 0.0 0.0 0.0
H 1.827057 1.731808 -2.739268 0.0 0.0 0.0
C -2.831319 -1.286774 -0.128491 -0.1 0.1 0.4
Br 6.722416 1.859692 -1.523400 0.0 0.0 0.0
H 6.099611 1.711509 1.336416 0.0 0.0 0.0
N 2.894929 0.886457 3.655288 0.1 0.1 0.0
C 2.723687 -6.443373 -1.680391 0.0 0.0 0.0
C -1.844437 -4.241723 3.244690 0.0 0.0 0.0
H 2.499205 0.995494 8.278520 0.0 0.0 0.0
H 2.604671 -2.596146 3.301274 0.0 0.0 0.0
C 5.177761 1.400972 -0.556058 0.0 0.0 0.1
P -1.845833 0.456341 1.680399 -0.4 0.2 -0.4
H 6.332942 1.429889 6.400537 0.0 0.0 0.0
C 3.199397 -2.604038 1.226793 0.1 0.0 0.0
C 4.470122 1.204112 7.456572 0.0 0.0 0.0
H -4.595025 1.728883 4.516899 0.0 0.0 0.0
H -3.995927 1.774390 2.864291 0.0 0.0 0.0
C -2.194106 2.123217 1.098449 0.1 0.0 0.2
C 3.079367 1.030780 7.365734 0.0 0.0 0.0
H 3.621089 -7.044506 -1.733651 0.0 0.0 0.0
C -1.745676 0.255210 3.458420 0.1 0.2 0.1
H -0.121220 -1.147258 3.253896 0.0 0.0 0.0
C -1.109469 -3.636332 2.237654 0.0 0.0 0.0
C 4.650725 -2.054929 3.075189 0.1 0.0 0.0
C -3.703699 1.870219 3.905781 0.0 0.0 0.0
O 1.784084 0.277266 1.559517 -0.1 0.1 0.0
C -5.129413 -1.999676 1.256912 -0.1 0.1 0.1
C 5.665659 -1.826207 2.165396 -0.1 -0.1 0.0
C 4.613288 1.161790 5.107882 0.0 0.0 0.0
H 1.986442 0.490760 2.604542 0.1 0.0 0.1
C 0.267329 -3.830074 2.135443 -0.1 -0.1 0.0
C -2.724967 4.642162 0.077352 0.0 0.0 0.0
Sb 1.264246 -2.962410 0.493471 0.0 0.2 0.2
C 2.882092 0.712976 -0.545038 -0.1 0.0 0.1
H 0.538641 0.504653 -2.806059 0.0 0.0 0.0
C -3.161087 -0.646660 1.076244 0.2 -0.3 0.0
H -0.671148 3.153431 3.533798 0.0 0.0 0.0
H -2.923461 5.630981 -0.314730 0.0 0.0 0.0
N 5.082488 1.213564 3.805033 -0.1 0.0 0.0
C -4.294905 -1.013724 1.780444 0.0 0.1 -0.1
C -3.504893 3.566000 -0.321922 0.0 0.0 0.0
H -1.615771 0.153761 -1.178670 0.0 -0.1 -0.1
H 2.216231 0.030931 -3.138244 0.0 0.0 0.0
C -0.786034 -0.640597 3.943427 -0.2 0.0 0.0
F 1.686937 -7.878235 -3.206495 0.0 0.0 0.0
H 3.505429 -5.043144 -0.276449 0.0 0.0 0.0
C -1.563624 -0.862351 -0.774082 0.2 -0.2 -0.1

=====

(2)
108
Properties=species:S:1:pos:R:3:forces:R:3 method="wB97M-V/def2-TZVPD" charge=+1 homo_energy_ha=-0.3536
C -1.235399 -2.388910 -1.200851 -0.3 0.3 -0.3
H -3.522439 -3.589214 -4.125472 -0.5 -0.2 -0.5
H -1.380312 2.655118 6.271685 -0.4 0.2 -1.1
C 3.250976 5.942874 -1.044312 -0.7 0.1 0.2
C -3.081446 -0.283918 2.151902 0.4 -2.0 0.4
C -0.344169 4.212467 -4.746752 -0.4 -0.4 -0.8
C 0.905599 2.686983 -3.371856 0.6 -0.5 -0.4
H 2.178357 -2.145920 -4.362850 -0.5 0.0 0.0
H -3.533615 3.313846 -1.814227 0.4 -0.2 0.5
C 0.816377 1.726315 -4.377112 -0.6 0.6 -0.5
C -2.892053 -3.293666 -3.320536 0.0 1.0 0.5
H 2.442675 -6.144127 1.555750 -1.0 0.4 -0.2
O 0.984008 1.235242 -1.056093 0.1 0.4 0.1
H -3.047552 -3.357764 4.572959 0.5 0.9 -0.6
H -1.847134 -2.975249 -5.739338 0.4 -0.1 0.0
H 3.329536 4.704114 -2.739155 -0.3 -0.4 0.2
H -0.078057 -0.509859 5.789287 -0.2 -0.1 -0.2
N -0.980183 -5.620984 1.382139 0.3 -1.0 -0.2
N 3.497441 -1.656059 3.883689 -0.5 0.4 0.5
H -0.604679 0.991045 6.575915 0.1 -0.1 -0.1
H -4.370752 -3.620337 -1.832912 0.1 0.1 0.1
C 1.353587 -6.326628 1.455802 0.1 0.3 0.4
H 6.275557 -0.829981 -3.699216 -0.5 0.8 0.1
P 1.791164 2.216136 -1.878477 -1.2 -0.7 -0.7
H -3.185603 5.061503 3.106802 -1.0 0.7 0.1
H -5.047487 1.381670 1.695175 -0.4 0.1 0.2
H 3.924038 -2.497402 3.536766 -0.2 0.0 -0.4
H -1.441104 -3.101364 2.630303 -0.3 0.1 0.0
Br 1.963812 -2.583611 -1.462014 -0.3 0.2 -0.4
C -3.850220 -1.371132 4.189345 0.7 -0.2 -1.3
C 2.762551 6.174863 0.251221 -0.3 -1.2 -0.2
C -2.626915 4.256668 3.493554 0.9 -1.4 1.2
H 3.257373 -0.119437 -0.785221 0.3 1.0 -1.1
N 1.862280 -0.079139 3.919424 -0.8 -0.9 -0.2
N 0.744634 0.620431 3.486622 0.2 1.5 1.5
C 4.866458 -0.445136 -2.122107 -0.2 0.3 -0.9
C 1.643291 4.027822 0.176816 -0.2 -0.3 -0.1
Bi -0.386251 -0.629537 0.087219 -0.4 -0.1 0.7
C -3.371690 -3.251502 -2.039670 0.8 -0.7 0.0
C -0.402032 -7.951312 1.228169 -1.0 0.3 0.1
H -0.667781 -8.999600 1.187394 -0.3 0.1 -0.2
H -2.879674 -2.993900 0.032040 -0.2 0.7 0.0
C -2.145013 0.802142 0.048991 -0.4 -0.3 0.6
C -3.360795 2.632573 -0.967764 -1.6 0.4 -0.4
C -4.260840 1.535447 0.983535 0.9 0.0 -0.5
N -0.973535 2.647952 2.880570 1.4 -1.9 1.1
S 1.967055 -1.748028 1.696930 0.7 0.5 2.1
H 0.550606 -4.311200 1.634970 0.3 -0.2 0.0
C 0.106471 1.189148 4.501444 1.4 -2.8 -1.4
C -4.403908 2.470292 -0.039405 0.6 -0.5 0.4
H 3.507148 -1.572983 4.886861 0.3 0.1 0.2
H -4.429100 -1.315659 5.058029 -0.9 -0.2 1.2
C -1.843064 3.561564 2.591664 -0.1 0.8 -0.8
C 0.403413 3.956026 -3.601431 -0.6 0.1 -0.2
C 3.246061 1.400490 -2.466353 2.6 -1.6 -0.5
C -1.584722 -2.841039 -3.634295 0.7 -0.6 1.1
C -2.519424 -2.826814 -0.978368 -0.4 -0.5 -0.2
C -1.346989 -6.912171 1.224082 1.9 0.3 0.5
H -4.596914 0.509878 3.488115 0.1 -0.2 -0.1
H 2.239332 0.219493 4.810468 0.2 -0.3 -0.1
H -1.217183 3.331218 -6.608316 0.6 0.2 0.9
C 5.483777 -0.134633 -3.349545 0.1 -1.8 1.2
C 0.184228 -2.423429 -5.234806 -0.5 -0.3 0.7
C 0.329354 -5.369966 1.500669 0.2 0.5 0.1
C -2.513258 3.830708 4.812016 0.1 0.3 0.3
C -3.947662 -0.336766 3.278924 1.0 1.0 -0.7
H -3.160649 4.238809 5.581707 0.2 0.2 0.0
C 0.107377 0.556834 5.885589 1.8 0.4 0.3
N 2.641374 -9.582072 0.942305 -2.5 3.0 0.5
C -1.103153 -2.814144 -4.959005 -0.3 0.7 0.0
C 1.889897 -8.684637 1.115881 2.9 -3.4 -0.2
N -2.192438 -1.324084 1.990046 -0.3 2.2 -0.7
H 3.851519 6.700658 -1.539896 0.0 -0.2 0.1
C 1.930892 5.214229 0.838216 0.3 0.1 1.0
H -1.948415 3.825618 1.546274 0.2 -0.1 -0.3
C 0.942210 -7.640531 1.337936 -0.1 0.1 -0.7
H -1.500155 1.796255 -1.701197 -0.5 0.4 0.2
C 2.420769 -1.112326 3.252437 0.2 -0.8 -1.3
H 3.040330 7.031501 0.831711 0.1 0.4 0.0
C 0.097657 1.995653 -5.551808 0.4 -1.4 0.6
C 2.147663 3.763931 -1.103235 0.4 1.3 0.6
H 0.464144 -2.305101 -6.258335 0.5 0.0 -0.4
H 1.318122 0.778796 -4.280553 0.0 -0.3 0.1
H -5.331228 3.019218 -0.108631 0.1 0.2 -0.1
C -0.582589 3.191466 -5.702149 0.3 0.6 -0.3
H 0.110148 1.146130 -6.257050 -0.5 0.9 0.0
C 3.746275 0.282757 -1.719297 -0.5 0.1 0.9
H 1.581246 5.285379 1.903679 0.3 0.3 -1.3
H -2.388060 -7.095993 1.145202 -0.8 -0.2 -0.1
C -0.710482 -2.527385 -2.528246 -0.3 0.7 -0.4
C -0.779473 2.254657 4.183507 -2.8 2.3 -0.6
C 1.102980 -2.261766 -4.174874 0.1 0.1 1.3
H -0.727052 5.209661 -4.952150 0.0 -0.2 0.2
C -2.994179 -2.445095 3.939008 -1.2 -0.1 1.1
C -3.104743 0.719095 1.071744 -1.2 0.7 -0.4
H 3.516221 2.432978 -4.368621 0.4 -0.2 0.3
C 4.966160 0.868766 -4.125160 0.7 0.4 -1.5
H 5.158818 -1.342936 -1.570998 0.0 0.5 -0.1
C -2.185658 -2.325750 2.844468 1.4 -1.4 -0.4
H 1.124594 0.602588 6.371742 -1.0 0.2 -0.2
C -2.283993 1.784929 -0.929829 1.2 -0.7 -0.3
H 0.580727 4.714681 -2.856584 -0.2 0.3 -0.1
C 3.942091 1.675720 -3.696818 -2.1 0.3 1.2
C 0.658100 -2.312476 -2.844668 0.4 -0.6 -1.6
C -1.546992 2.870105 5.191303 -0.1 0.2 -0.1
C 2.906502 4.780445 -1.736686 0.5 0.0 0.6
H 5.338725 0.990457 -5.154909 0.0 0.2 0.6
H 1.006514 3.307323 0.689149 0.2 -0.1 -0.2

=====

Short version: Kohn-Sham gap = 6.22; 6.71 eV, in the order given.
Short version: energy above the lowest of the compared OMol25 structures with the same formula, charge and spin = 100.2; 0.0 kJ/mol, in the order given.
Short version: E = -5895.8773; -6031.8909 hartree, in the order given.